Entry 1:
{"formula": "C11H18BF2NO8S2Ta", "method": "the ωB97M-V functional and the def2-TZVPD basis", "s2": 0.754, "spin_multiplicity": 2, "orbital_gap_ev": [7.0, 7.1], "elements": ["Ta", "C", "O", "C", "C", "O", "C", "C", "O", "C", "H", "H", "H", "H", "H", "H", "H", "H", "H", "H", "H", "H", "H", "H", "O", "N", "C", "C", "C", "C", "C", "S", "H", "H", "H", "H", "O", "S", "O", "O", "O", "F", "B", "F"], "coordinates": [[1.204, 0.071, -0.899], [3.030, 2.841, -1.940], [1.926, 2.407, -1.152], [1.787, 3.122, 0.071], [0.580, 2.582, 0.788], [0.771, 1.155, 0.947], [-0.183, 0.515, 1.855], [0.071, 0.882, 3.291], [1.368, 0.481, 3.655], [1.641, 0.749, 5.013], [2.918, 3.901, -2.179], [3.018, 2.257, -2.856], [3.971, 2.679, -1.409], [1.644, 4.187, -0.131], [2.691, 2.989, 0.676], [-0.346, 2.744, 0.234], [0.516, 3.046, 1.772], [-0.042, -0.552, 1.700], [-1.190, 0.797, 1.538], [-0.690, 0.356, 3.885], [-0.066, 1.955, 3.480], [0.954, 0.207, 5.671], [1.560, 1.821, 5.230], [2.659, 0.422, 5.212], [2.041, -1.292, 0.414], [2.442, -2.482, -0.052], [2.421, -3.514, 0.813], [2.802, -4.760, 0.401], [3.202, -4.937, -0.925], [3.203, -3.867, -1.786], [2.797, -2.604, -1.349], [2.736, -1.190, -2.347], [2.072, -3.259, 1.801], [2.772, -5.581, 1.101], [3.496, -5.915, -1.279], [3.487, -3.975, -2.823], [-2.503, 0.764, -2.821], [-1.844, 0.722, -1.561], [-2.277, 1.638, -0.534], [-1.840, -0.696, -0.971], [-0.320, 0.994, -1.784], [-0.618, -2.292, 0.229], [-0.557, -1.506, -0.931], [-0.466, -2.314, -2.061]]}

=====

Entry 2:
{"formula": "C28H42BN6OS3V", "method": "the ωB97M-V functional and the def2-TZVPD basis", "s2": 0.794, "charge": 1, "spin_multiplicity": 2, "orbital_gap_ev": [6.6, 6.6], "elements": ["V", "C", "C", "C", "C", "N", "N", "B", "N", "N", "C", "C", "C", "C", "C", "S", "C", "C", "C", "C", "N", "N", "C", "C", "C", "C", "C", "S", "C", "C", "C", "C", "C", "S", "C", "C", "C", "C", "H", "H", "H", "H", "H", "H", "H", "H", "H", "H", "H", "H", "H", "H", "H", "H", "H", "H", "H", "H", "H", "H", "H", "H", "H", "H", "H", "H", "H", "H", "H", "H", "H", "H", "H", "H", "H", "H", "H", "C", "O", "H", "H", "H"], "coordinates": [[-0.442, -2.955, -2.608], [-0.836, -5.159, 1.947], [-0.828, -3.675, 1.769], [-1.319, -2.810, 2.708], [-1.361, -1.425, 2.443], [-0.982, -0.956, 1.279], [-0.510, -1.785, 0.357], [-0.145, -1.220, -1.043], [-1.094, -0.049, -1.397], [-0.775, 1.168, -0.978], [-1.539, 2.184, -1.285], [-2.667, 2.005, -2.115], [-3.014, 0.752, -2.544], [-4.151, 0.496, -3.480], [-2.200, -0.321, -2.107], [-2.569, -1.959, -2.464], [-1.116, 3.530, -0.717], [-1.159, 3.436, 0.816], [-2.036, 4.663, -1.170], [0.323, 3.824, -1.165], [1.333, -0.732, -1.094], [1.823, -0.065, -0.048], [3.055, 0.367, -0.083], [3.900, 0.065, -1.177], [3.410, -0.612, -2.255], [4.254, -1.012, -3.421], [2.037, -0.966, -2.212], [1.246, -1.667, -3.564], [3.583, 1.196, 1.073], [4.781, 0.476, 1.711], [4.023, 2.562, 0.520], [2.507, 1.410, 2.134], [-0.374, -3.108, 0.555], [0.335, -4.052, -0.690], [-1.880, -0.408, 3.449], [-3.099, 0.305, 2.844], [-2.277, -1.059, 4.774], [-0.772, 0.619, 3.714], [-1.170, -5.432, 2.946], [0.153, -5.578, 1.765], [-1.513, -5.608, 1.218], [-1.708, -3.201, 3.637], [-3.250, 2.855, -2.438], [-4.699, 1.412, -3.690], [-4.830, -0.250, -3.069], [-3.765, 0.097, -4.420], [-2.179, 3.271, 1.166], [-0.797, 4.373, 1.243], [-0.528, 2.619, 1.166], [-3.065, 4.498, -0.843], [-2.022, 4.793, -2.254], [-1.695, 5.596, -0.721], [0.985, 3.020, -0.843], [0.658, 4.761, -0.718], [0.384, 3.915, -2.251], [4.941, 0.358, -1.155], [5.269, -0.634, -3.316], [3.824, -0.646, -4.353], [4.291, -2.101, -3.491], [5.614, 0.361, 1.017], [4.487, -0.515, 2.064], [5.137, 1.052, 2.566], [4.829, 2.475, -0.210], [4.379, 3.184, 1.342], [3.183, 3.073, 0.046], [2.193, 0.458, 2.557], [1.636, 1.907, 1.706], [2.913, 2.035, 2.930], [-3.921, -0.395, 2.684], [-2.832, 0.758, 1.890], [-3.436, 1.088, 3.525], [-3.101, -1.765, 4.656], [-2.606, -0.282, 5.463], [-1.431, -1.571, 5.238], [-0.481, 1.109, 2.788], [0.105, 0.140, 4.155], [-1.140, 1.372, 4.413], [-0.864, -5.172, -4.614], [-0.677, -4.141, -3.675], [-1.124, -6.103, -4.107], [0.053, -5.332, -5.184], [-1.667, -4.915, -5.308]]}

=====

Entry 3:
{"formula": "C28H40HgN10O2PS2", "method": "the ωB97M-V functional and the def2-TZVPD basis", "s2": 0.756, "charge": 2, "spin_multiplicity": 2, "orbital_gap_ev": [6.8, 6.8], "elements": ["Hg", "C", "C", "N", "N", "C", "N", "S", "C", "C", "C", "C", "C", "N", "H", "H", "H", "H", "H", "H", "H", "H", "H", "H", "C", "O", "C", "O", "N", "N", "H", "H", "H", "H", "H", "H", "C", "N", "C", "N", "C", "N", "C", "P", "C", "C", "H", "H", "H", "H", "H", "H", "H", "H", "H", "H", "H", "H", "H", "N", "S", "C", "C", "C", "C", "C", "C", "C", "C", "C", "C", "C", "C", "H", "H", "H", "H", "H", "H", "H", "H", "H", "H", "H"], "coordinates": [[-1.629, -1.237, 0.969], [1.332, -5.300, 2.322], [0.707, -4.079, 1.703], [0.290, -3.078, 2.376], [0.475, -3.103, 3.715], [-0.134, -2.260, 4.575], [0.238, -2.390, 5.857], [-1.288, -1.128, 4.144], [0.553, -4.004, 0.227], [0.930, -5.063, -0.595], [0.739, -4.966, -1.965], [0.184, -3.814, -2.484], [-0.143, -2.797, -1.600], [0.044, -2.880, -0.292], [0.956, -5.486, 3.327], [2.419, -5.196, 2.366], [1.106, -6.194, 1.750], [1.089, -3.802, 4.112], [0.823, -3.140, 6.190], [-0.238, -1.834, 6.544], [1.357, -5.966, -0.187], [1.009, -5.792, -2.610], [0.008, -3.706, -3.545], [-0.595, -1.878, -1.962], [-6.207, -1.902, -2.888], [-5.185, -2.484, -2.078], [-4.104, -1.802, -1.709], [-3.271, -2.329, -1.005], [-4.025, -0.512, -2.168], [-2.872, 0.226, -1.912], [-6.978, -2.661, -2.966], [-5.839, -1.674, -3.891], [-6.631, -1.011, -2.423], [-4.663, -0.180, -2.870], [-3.124, 1.141, -1.568], [-2.320, 0.323, -2.755], [-0.790, 2.819, 4.134], [-2.010, 3.114, 3.261], [-1.760, 4.408, 2.507], [-0.557, 4.324, 1.754], [0.571, 4.055, 2.640], [0.394, 2.799, 3.351], [0.525, 1.640, 2.470], [-0.719, 1.600, 1.080], [-2.212, 1.998, 2.288], [-0.602, 3.418, 0.609], [-0.952, 1.851, 4.608], [-0.739, 3.610, 4.884], [-2.829, 3.219, 3.862], [-1.678, 5.205, 3.248], [-2.616, 4.589, 1.858], [0.658, 4.871, 3.360], [1.487, 4.008, 2.053], [0.427, 0.727, 3.054], [1.522, 1.655, 2.031], [-2.431, 1.085, 2.844], [-3.084, 2.233, 1.672], [-1.465, 3.677, -0.010], [0.291, 3.582, 0.005], [0.774, 1.018, -0.242], [2.245, 1.504, -0.752], [2.009, 2.668, -2.114], [0.749, 2.893, -2.638], [0.604, 3.810, -3.669], [1.711, 4.494, -4.151], [2.967, 4.270, -3.603], [3.123, 3.353, -2.576], [2.963, 0.117, -1.638], [2.609, -0.152, -2.953], [3.190, -1.230, -3.599], [4.108, -2.032, -2.933], [4.448, -1.758, -1.616], [3.880, -0.675, -0.963], [0.381, 0.273, -0.811], [-0.102, 2.356, -2.234], [-0.374, 3.989, -4.096], [1.590, 5.211, -4.951], [3.826, 4.813, -3.974], [4.099, 3.162, -2.144], [1.924, 0.495, -3.486], [2.932, -1.433, -4.630], [4.572, -2.862, -3.449], [5.173, -2.374, -1.100], [4.159, -0.438, 0.057]]}

=====

Entry 4:
{"formula": "C22H60N5O7V", "method": "the ωB97M-V functional and the def2-TZVPD basis", "s2": 0.769, "charge": 1, "spin_multiplicity": 2, "orbital_gap_ev": [8.3, 8.5], "elements": ["O", "V", "C", "C", "O", "H", "H", "H", "H", "H", "C", "C", "C", "O", "C", "N", "H", "H", "H", "H", "H", "H", "H", "H", "H", "H", "H", "C", "C", "C", "O", "C", "N", "H", "H", "H", "H", "H", "H", "H", "H", "H", "H", "H", "C", "C", "C", "O", "C", "N", "H", "H", "H", "H", "H", "H", "H", "H", "H", "H", "H", "C", "C", "C", "O", "C", "N", "H", "H", "H", "H", "H", "H", "H", "H", "H", "H", "H", "C", "C", "C", "O", "C", "N", "H", "H", "H", "H", "H", "H", "H", "H", "H", "H", "H"], "coordinates": [[0.169, 0.409, 0.976], [0.130, -0.419, -0.333], [-3.313, 0.834, -2.414], [-3.156, 0.044, -1.106], [-1.839, -0.188, -0.781], [-3.228, 1.895, -2.159], [-4.328, 0.727, -2.808], [-2.598, 0.597, -3.201], [-3.744, -0.888, -1.200], [-3.671, 0.626, -0.323], [-1.139, -4.593, 0.154], [-1.311, -3.092, 0.397], [-2.179, -2.791, 1.588], [-1.593, -3.311, 2.768], [-2.220, -2.875, 3.942], [0.036, -2.466, 0.565], [-2.105, -5.087, 0.043], [-0.538, -5.057, 0.939], [-0.573, -4.810, -0.758], [-1.813, -2.683, -0.483], [-3.156, -3.264, 1.414], [-2.345, -1.708, 1.648], [-1.492, -2.367, 4.583], [-2.653, -3.695, 4.524], [-3.059, -2.178, 3.836], [0.417, -2.714, 1.475], [0.637, -2.983, -0.083], [3.990, 0.614, 1.208], [3.340, -0.771, 1.112], [2.667, -1.094, 2.411], [2.037, -2.331, 2.486], [1.615, -2.678, 3.806], [2.393, -0.691, -0.079], [4.605, 0.744, 0.315], [4.554, 0.790, 2.120], [3.232, 1.402, 1.162], [4.164, -1.425, 0.818], [2.006, -0.238, 2.644], [3.388, -0.979, 3.241], [0.765, -2.057, 4.098], [2.467, -2.522, 4.473], [1.331, -3.725, 3.786], [2.812, 0.071, -0.609], [2.531, -1.516, -0.667], [0.217, -2.859, -4.521], [0.435, -2.789, -3.013], [1.741, -3.480, -2.702], [2.004, -3.535, -1.318], [3.201, -4.246, -1.001], [0.485, -1.361, -2.595], [0.299, -3.864, -4.934], [0.898, -2.224, -5.100], [-0.757, -2.439, -4.788], [-0.395, -3.319, -2.545], [2.595, -2.975, -3.186], [1.691, -4.464, -3.184], [4.000, -3.522, -0.817], [3.525, -4.918, -1.797], [3.029, -4.829, -0.099], [-0.234, -0.826, -3.083], [1.356, -1.023, -3.009], [-0.217, 5.040, 3.152], [-1.001, 4.805, 1.868], [-1.989, 3.658, 1.949], [-1.297, 2.464, 2.283], [-2.133, 1.534, 2.924], [-1.723, 6.078, 1.594], [-0.762, 5.706, 3.817], [0.762, 5.477, 2.951], [-0.002, 4.092, 3.647], [-0.393, 4.754, 0.963], [-2.437, 3.483, 0.956], [-2.842, 3.872, 2.604], [-2.903, 1.161, 2.225], [-2.740, 1.989, 3.716], [-1.537, 0.684, 3.243], [-2.586, 6.014, 1.062], [-2.036, 6.515, 2.455], [1.711, 3.458, -0.504], [0.540, 2.948, -1.326], [0.339, 3.578, -2.697], [-0.723, 2.855, -3.294], [-1.361, 3.545, -4.340], [0.627, 1.442, -1.455], [2.670, 3.233, -0.980], [1.687, 3.061, 0.507], [1.609, 4.546, -0.450], [-0.361, 3.160, -0.746], [1.226, 3.452, -3.333], [0.050, 4.624, -2.567], [-2.227, 3.006, -4.715], [-0.680, 3.730, -5.181], [-1.732, 4.524, -4.007], [1.375, 1.258, -2.130], [-0.234, 1.373, -2.028]]}

=====

Entry 5:
{"formula": "C2H8N3", "method": "the ωB97M-V functional and the def2-TZVPD basis", "charge": 1, "orbital_gap_ev": 10.9, "elements": ["C", "N", "N", "C", "N", "H", "H", "H", "H", "H", "H", "H", "H"], "coordinates": [[0.729, -0.364, 1.689], [0.144, -0.589, 0.318], [0.513, 0.363, -0.689], [-0.472, 0.711, -1.462], [-1.654, 0.189, -1.491], [1.596, -0.991, 1.841], [0.977, 0.743, 1.723], [-0.222, -0.581, 2.375], [0.213, -1.542, -0.076], [1.480, 0.566, -0.856], [-0.112, 1.552, -2.023], [-2.363, 0.761, -1.961], [-1.730, -0.709, -1.061]]}

=====

Entry 6:
{"formula": "C4H10N2", "method": "the ωB97M-V functional and the def2-TZVPD basis", "orbital_gap_ev": 9.2, "elements": ["C", "C", "N", "C", "C", "N", "H", "H", "H", "H", "H", "H", "H", "H", "H", "H"], "coordinates": [[-0.854, 1.903, 0.630], [-0.847, 0.616, 0.214], [-1.798, -0.322, 0.742], [-0.057, 0.152, -0.966], [0.831, -1.046, -0.690], [2.032, -0.722, 0.094], [-0.916, 2.274, 1.641], [-0.648, 2.594, -0.184], [-1.261, -1.183, 0.769], [-2.021, -0.080, 1.703], [-0.694, -0.153, -1.809], [0.502, 0.980, -1.399], [0.302, -1.925, -0.317], [1.204, -1.356, -1.671], [2.518, -1.564, 0.365], [1.707, -0.168, 0.878]]}

=====

Entry 7:
{"formula": "C4H5NOS", "method": "the ωB97M-V functional and the def2-TZVPD basis", "orbital_gap_ev": 8.5, "elements": ["C", "C", "C", "N", "S", "O", "C", "H", "H", "H", "H", "H"], "coordinates": [[-0.552, 2.571, -1.185], [-0.109, 1.570, -0.709], [0.009, 0.199, -0.192], [1.024, 0.072, 0.555], [1.453, -1.145, 1.482], [-0.870, -0.806, -0.389], [-1.980, -0.433, -1.255], [-0.642, 3.458, -1.866], [-0.098, -1.748, 1.823], [-1.688, 0.097, -2.181], [-2.644, -1.351, -1.645], [-2.600, 0.358, -0.573]]}

=====

Entry 8:
{"formula": "C32H44N7O2Pd", "method": "the ωB97M-V functional and the def2-TZVPD basis", "charge": -1, "orbital_gap_ev": 6.1, "elements": ["Pd", "N", "N", "C", "N", "N", "N", "O", "O", "H", "H", "H", "H", "H", "C", "C", "C", "C", "C", "C", "C", "C", "C", "C", "C", "C", "N", "C", "C", "C", "C", "C", "C", "C", "N", "C", "C", "C", "C", "C", "C", "C", "C", "C", "C", "C", "C", "H", "H", "H", "H", "H", "H", "H", "H", "H", "H", "H", "H", "H", "H", "H", "H", "H", "H", "H", "H", "H", "H", "H", "H", "H", "H", "H", "H", "H", "H", "H", "H", "H", "H", "H", "H", "H", "H", "H"], "coordinates": [[1.613, 0.041, -0.754], [2.636, -2.864, -0.523], [3.898, -2.228, -0.565], [4.042, -1.128, -1.390], [5.298, -0.601, -1.354], [3.037, -0.712, -2.147], [3.384, 0.107, -3.221], [2.540, 0.900, -3.563], [4.450, -0.067, -3.811], [1.915, -2.141, -0.308], [2.661, -3.512, 0.255], [4.264, -1.989, 0.353], [6.005, -1.233, -1.019], [5.553, -0.055, -2.162], [0.397, -1.289, -4.511], [-0.136, -1.799, -3.172], [0.145, -3.294, -3.018], [-1.607, -1.509, -2.985], [-2.518, -1.805, -3.995], [-3.873, -1.565, -3.840], [-4.332, -0.999, -2.660], [-3.457, -0.696, -1.623], [-3.949, -0.051, -0.342], [-4.481, -1.087, 0.649], [-4.998, 1.033, -0.594], [-2.094, -0.992, -1.780], [-1.209, -0.686, -0.721], [-1.035, -1.598, 0.157], [-0.369, -1.493, 1.448], [-0.618, -2.572, 2.311], [-0.355, -2.529, 3.663], [0.118, -1.317, 4.184], [0.403, -0.246, 3.377], [0.288, -0.312, 1.949], [0.773, 0.629, 1.135], [0.967, 1.914, 1.702], [-0.183, 2.722, 1.869], [-0.075, 3.971, 2.466], [1.145, 4.453, 2.901], [2.271, 3.675, 2.712], [2.216, 2.415, 2.115], [3.556, 1.745, 1.892], [4.058, 2.090, 0.479], [3.629, 0.240, 2.149], [-1.551, 2.217, 1.451], [-2.288, 3.218, 0.559], [-2.398, 1.860, 2.675], [1.470, -1.479, -4.578], [0.244, -0.214, -4.614], [-0.079, -1.788, -5.359], [0.434, -1.275, -2.395], [-0.357, -3.871, -3.801], [-0.209, -3.665, -2.054], [1.218, -3.484, -3.072], [-2.158, -2.231, -4.924], [-4.566, -1.804, -4.638], [-5.388, -0.789, -2.545], [-3.082, 0.428, 0.114], [-5.329, -1.628, 0.220], [-4.816, -0.604, 1.571], [-3.714, -1.817, 0.911], [-5.944, 0.609, -0.938], [-4.656, 1.747, -1.346], [-5.204, 1.580, 0.328], [-1.503, -2.583, 0.001], [-1.083, -3.456, 1.883], [-0.563, -3.376, 4.303], [0.274, -1.217, 5.254], [0.779, 0.667, 3.822], [-0.969, 4.567, 2.612], [1.220, 5.419, 3.385], [3.239, 4.044, 3.036], [4.234, 2.217, 2.611], [3.261, 1.843, -0.237], [4.949, 1.513, 0.233], [4.284, 3.154, 0.392], [3.042, -0.297, 1.400], [3.245, -0.025, 3.135], [4.675, -0.082, 2.090], [-1.386, 1.315, 0.860], [-2.500, 4.155, 1.080], [-3.245, 2.799, 0.235], [-1.702, 3.450, -0.332], [-2.570, 2.743, 3.300], [-1.907, 1.103, 3.288], [-3.374, 1.473, 2.373]]}

=====

Let's list energy relative to the best compared isomer or geometry (same formula, charge and spin) in order: 216.5, 63.3, 91.6, 85.9, 246.3, 154.4, 502.0, 0.0 kJ/mol.
Let's list total energy in order: -2164.71419, -3659.23571, -3079.55926, -2618.45904, -244.97381, -267.86652, -683.41672, -1907.36398 Eh.
Let's list molecular weight in order: 586.15, 636.64, 844.39, 557.69, 74.11, 86.14, 115.16, 665.17 g/mol.